(1)
The following is a DFT calculation (ωB97M-V/def2-TZVPD) of a structure of composition C28H29BBr51F3N2O5P in a non-equilibrium geometry.

Last column: Löwdin charge in e.
Geometry (Å):
C: 5.42 -4.82 2.52  0.10
C: 5.62 -3.87 1.63  -0.11
C: 5.83 -2.46 0.89  -0.12
C: 5.00 -2.36 -0.48  0.04
C: 3.45 -1.95 -0.53  0.01
C: 2.61 -1.67 0.81  -0.11
C: 1.33 -2.63 1.04  -0.04
C: 1.52 -4.15 0.58  -0.33
F: 2.72 -4.78 1.05  0.05
F: 1.44 -4.38 -0.83  0.06
F: 0.41 -4.90 1.17  0.02
C: 2.80 -1.85 -1.99  0.07
B: 1.22 -1.40 -2.25  -0.45
O: 0.75 -0.17 -1.59  0.08
O: 0.35 -2.18 -3.13  0.11
C: 3.67 -2.14 -3.29  0.07
C: 5.18 -2.53 -3.08  -0.19
P: 6.20 -2.82 -4.69  0.83
O: 6.06 -1.57 -5.64  -0.88
N: 5.77 -2.62 -1.73  -0.04
O: 7.10 -2.95 -1.70  -0.07
N: 7.24 -4.29 -1.40  -0.35
O: 7.21 -4.95 -2.42  -0.03
H: 5.09 -5.59 3.33  0.08
H: 5.50 -1.56 1.56  0.14
H: 6.98 -2.31 0.75  0.14
H: 3.34 -1.77 1.72  0.13
H: 2.25 -0.56 0.80  0.15
H: 0.44 -2.19 0.46  0.14
H: 1.07 -2.62 2.17  0.13
H: 1.60 0.24 -1.26  0.09
H: 0.88 -2.94 -3.52  0.12
H: 3.20 -2.07 -4.35  0.15
H: 5.69 -3.93 -5.46  0.06
H: 7.62 -2.95 -4.42  0.06
C: 0.04 3.32 -3.11  -1.59
Br: 1.22 3.57 -1.58  0.55
Br: -1.06 4.88 -3.43  0.55
Br: 1.03 2.79 -4.69  0.55
H: -0.63 2.50 -2.86  -0.02
C: 7.15 1.46 -3.85  -1.56
Br: 6.50 -0.21 -4.65  0.88
Br: 8.60 2.24 -4.89  0.55
Br: 5.70 2.72 -3.56  0.51
H: 7.56 1.21 -2.87  -0.04
C: -4.00 6.29 -0.46  -1.57
Br: -2.30 5.69 0.26  0.55
Br: -3.78 7.28 -2.11  0.51
Br: -5.26 4.82 -0.67  0.53
H: -4.43 6.98 0.27  -0.06
C: 8.50 -7.54 0.53  -1.54
Br: 7.77 -9.06 -0.42  0.58
Br: 10.41 -7.71 0.82  0.58
Br: 8.05 -5.86 -0.34  0.92
H: 8.03 -7.52 1.52  -0.03
C: -6.87 9.96 -2.42  -1.60
Br: -6.95 8.99 -0.74  0.52
Br: -7.45 8.85 -3.91  0.56
Br: -7.85 11.63 -2.34  0.57
H: -5.82 10.21 -2.60  -0.03
C: -6.26 4.08 3.68  -1.62
Br: -6.99 2.59 2.68  0.53
Br: -4.34 3.90 3.95  0.54
Br: -6.70 5.79 2.86  0.55
H: -6.72 4.07 4.66  -0.10
C: -4.51 3.71 -6.23  -1.57
Br: -4.34 5.09 -4.88  0.52
Br: -2.84 3.40 -7.17  0.58
Br: -5.24 2.06 -5.50  0.55
H: -5.23 4.07 -6.97  -0.02
C: -7.47 1.10 -2.05  -1.60
Br: -8.20 -0.40 -3.03  0.57
Br: -5.55 0.92 -1.77  0.52
Br: -7.91 2.79 -2.88  0.54
H: -7.94 1.10 -1.07  -0.03
C: -7.51 0.62 6.43  -1.59
Br: -6.70 2.15 7.32  0.54
Br: -9.10 1.12 5.44  0.55
Br: -6.23 -0.32 5.31  0.54
H: -7.82 -0.08 7.21  -0.03
C: 0.48 -5.37 4.36  -1.59
Br: -1.29 -5.30 5.15  0.61
Br: 1.65 -4.02 5.12  0.53
Br: 1.25 -7.14 4.47  0.60
H: 0.37 -5.13 3.30  -0.07
C: -4.88 12.03 0.99  -1.61
Br: -6.64 12.07 1.80  0.55
Br: -3.71 13.38 1.76  0.57
Br: -4.09 10.26 1.07  0.53
H: -5.00 12.28 -0.06  -0.03
C: 4.59 -3.94 8.21  -1.61
Br: 5.75 -3.68 9.74  0.58
Br: 3.50 -2.37 7.86  0.54
Br: 5.58 -4.50 6.64  0.53
H: 3.91 -4.75 8.46  -0.02
C: -1.86 -9.35 5.41  -1.62
Br: -1.22 -10.69 4.17  0.54
Br: -3.70 -8.86 5.07  0.56
Br: -1.59 -9.88 7.26  0.56
H: -1.26 -8.45 5.25  -0.11
C: 1.28 -12.74 8.05  -1.62
Br: 1.88 -11.71 6.51  0.52
Br: 0.21 -14.27 7.52  0.56
Br: 2.75 -13.24 9.20  0.56
H: 0.63 -12.08 8.63  -0.04
C: -1.31 2.47 -10.70  -1.60
Br: -2.04 0.97 -11.69  0.57
Br: 0.60 2.29 -10.41  0.53
Br: -1.75 4.17 -11.53  0.57
H: -1.78 2.47 -9.71  -0.09
C: 0.74 6.87 -10.14  -1.61
Br: 0.17 8.50 -9.25  0.56
Br: 2.37 7.13 -11.15  0.57
Br: 0.89 5.39 -8.90  0.51
H: -0.05 6.61 -10.85  -0.07
C: -5.20 6.28 8.41  -1.58
Br: -3.52 7.24 8.25  0.57
Br: -5.92 5.80 6.68  0.56
Br: -5.05 4.74 9.58  0.56
H: -5.91 6.96 8.87  -0.02

The calculation puts the HOMO energy at -10.642 eV. The relative energy (zero: lowest compared OMol25 entry of this formula, charge and spin) comes out at 292.0 kcal per mole. Its net charge is +1. The LUMO energy is -5.992 eV. Its frontier orbital gap is 4.65 eV.

=====

(2)
The following is a DFT calculation (ωB97M-V/def2-TZVPD) of a structure of composition C49H50AgN10O3S2SeTe in a non-equilibrium geometry.

Last column: Löwdin charge in e.
Geometry (Å):
Ag: 0.50 -0.35 0.81  0.56
N: -1.42 2.92 0.49  0.20
C: -2.38 1.98 0.62  -0.44
N: -3.59 2.33 1.07  0.18
C: -4.46 1.32 1.10  -0.47
N: -5.72 1.60 1.57  0.12
N: -4.25 0.06 0.70  0.17
C: -3.00 -0.16 0.29  -0.28
N: -2.04 0.74 0.25  0.15
C: -2.60 -1.53 -0.16  -0.27
C: -3.49 -2.60 -0.16  -0.03
C: -3.02 -3.84 -0.56  -0.08
C: -1.69 -3.96 -0.93  -0.06
C: -0.89 -2.83 -0.89  -0.17
N: -1.34 -1.63 -0.52  0.05
H: -1.57 3.79 0.96  0.12
H: -0.48 2.57 0.39  0.02
H: -5.77 2.42 2.16  0.08
H: -6.23 0.80 1.90  0.08
H: -4.51 -2.44 0.15  0.10
H: -3.68 -4.70 -0.57  0.10
H: -1.26 -4.91 -1.22  0.10
H: 0.16 -2.87 -1.15  0.09
N: 7.89 2.29 2.45  0.08
C: 6.95 1.28 2.20  -0.34
C: 7.32 0.10 1.55  -0.05
C: 6.40 -0.91 1.35  -0.07
C: 5.10 -0.76 1.79  -0.28
C: 4.71 0.42 2.43  -0.05
C: 5.63 1.42 2.64  -0.04
S: 3.89 -2.04 1.61  0.52
O: 4.58 -3.18 1.04  -0.37
O: 3.32 -2.17 2.92  -0.28
N: 2.77 -1.46 0.65  -0.18
C: 2.86 -1.57 -0.69  -0.75
S: 4.26 -2.10 -1.63  1.00
C: 3.40 -1.79 -3.10  -0.45
C: 2.15 -1.36 -2.80  -0.31
N: 1.85 -1.23 -1.47  -0.05
H: 8.64 2.32 1.77  0.07
H: 7.47 3.20 2.55  0.07
H: 8.35 -0.01 1.21  0.10
H: 6.68 -1.84 0.86  0.10
H: 3.68 0.53 2.76  0.11
H: 5.31 2.34 3.13  0.11
H: 3.84 -1.96 -4.07  0.04
H: 1.39 -1.13 -3.53  0.10
C: 6.82 5.09 -4.44  -0.07
C: 5.78 4.47 -3.54  -0.29
C: 5.82 4.65 -2.17  -0.04
C: 4.89 4.04 -1.32  -0.30
C: 5.00 4.29 0.16  -0.07
C: 3.89 3.22 -1.86  -0.28
Te: 2.46 2.00 -0.48  1.64
N: 1.05 1.87 1.12  -0.30
C: 1.31 2.72 2.10  -0.67
O: 2.25 3.54 2.19  -0.10
C: 0.25 2.78 3.19  -0.15
C: 0.34 3.78 4.15  -0.04
C: -0.62 3.89 5.15  -0.10
C: -1.69 3.01 5.19  -0.11
C: -1.79 2.01 4.23  -0.09
C: -0.82 1.89 3.24  -0.07
C: 1.02 3.35 -1.29  -0.40
C: 1.21 4.71 -1.04  -0.11
C: 0.33 5.66 -1.53  -0.10
C: -0.77 5.25 -2.29  -0.11
C: -0.97 3.90 -2.52  -0.07
C: -0.09 2.93 -2.02  -0.34
C: -0.38 1.48 -2.35  -0.08
C: 3.82 3.05 -3.25  -0.29
C: 2.74 2.23 -3.91  -0.07
C: 4.77 3.67 -4.06  -0.04
H: 7.44 5.80 -3.90  0.06
H: 6.35 5.62 -5.27  0.07
H: 7.47 4.33 -4.88  0.07
H: 6.60 5.27 -1.73  0.10
H: 5.48 5.26 0.36  0.07
H: 5.62 3.51 0.61  0.06
H: 4.04 4.26 0.67  0.03
H: 1.17 4.47 4.08  0.10
H: -0.53 4.67 5.90  0.09
H: -2.43 3.09 5.98  0.09
H: -2.61 1.30 4.26  0.10
H: -0.89 1.08 2.52  0.06
H: 2.06 5.03 -0.45  0.09
H: 0.50 6.71 -1.33  0.09
H: -1.46 5.98 -2.69  0.09
H: -1.83 3.58 -3.10  0.11
H: -1.43 1.25 -2.18  0.07
H: 0.21 0.79 -1.74  0.01
H: -0.15 1.28 -3.40  0.08
H: 2.52 1.33 -3.34  0.03
H: 3.04 1.94 -4.92  0.07
H: 1.82 2.82 -3.98  0.08
H: 4.71 3.53 -5.14  0.11
C: 2.49 -4.79 7.35  -0.08
C: 1.83 -4.18 6.13  -0.30
C: 1.38 -4.97 5.09  -0.04
C: 0.73 -4.43 3.98  -0.32
C: 0.32 -5.34 2.86  -0.11
C: 0.50 -3.05 3.92  -0.58
Se: -0.52 -2.33 2.47  0.62
C: 1.00 -2.23 4.95  -0.32
C: 0.85 -0.74 4.87  -0.10
C: 1.65 -2.81 6.03  -0.04
H: 2.72 -5.84 7.19  0.06
H: 1.84 -4.71 8.23  0.07
H: 3.42 -4.27 7.59  0.07
H: 1.55 -6.05 5.12  0.10
H: 0.53 -6.39 3.11  0.06
H: 0.87 -5.08 1.95  0.07
H: -0.74 -5.22 2.61  0.04
H: 1.26 -0.36 3.93  0.05
H: 1.36 -0.24 5.71  0.07
H: -0.21 -0.46 4.88  0.05
H: 2.03 -2.16 6.82  0.11

The calculation puts the HOMO energy (spin up / spin down) at -1.388 / -1.393 eV. The relative energy (zero: lowest compared OMol25 entry of this formula, charge and spin) comes out at 14.9 kcal per mole. The spin multiplicity is 2. Its net charge is -2. The LUMO energy (spin up / spin down) is 3.803 / 3.799 eV. Its frontier orbital gap (spin up / spin down) is 5.19 / 5.19 eV.